96
Properties=species:S:1:pos:R:3:forces:R:3:lowdin_charge:R:1 method="wB97M-V/def2-TZVPD" de_lowest_kcal_mol=7.6 lumo_ev=-2.06 e_tot_ha=-2133.3389 total_charge=+1
Sr 0.041 0.003 -0.037 0.1 -0.6 -0.6 1.368
C 1.469 -0.816 3.170 0.1 0.0 -0.2 -0.141
C -0.003 -1.115 3.488 -0.1 0.0 0.1 -0.097
C -0.649 -2.226 2.691 0.1 0.1 -0.1 -0.274
C -0.802 -3.495 3.232 0.0 0.0 0.0 -0.007
C -1.418 -4.486 2.485 0.0 0.0 0.0 -0.042
C -1.872 -4.184 1.212 0.0 0.1 0.0 -0.046
C -1.679 -2.895 0.744 0.0 0.0 0.0 -0.142
N -1.083 -1.939 1.456 0.1 0.1 0.1 0.030
N 1.717 0.053 1.997 0.1 0.0 0.1 -0.253
C 1.721 1.487 2.357 0.0 -0.2 0.1 -0.129
C 0.350 2.074 2.641 0.1 -0.1 -0.1 -0.282
C 0.135 2.909 3.721 -0.1 0.0 0.0 -0.006
C -1.126 3.472 3.884 0.0 0.0 0.1 -0.037
C -2.120 3.181 2.969 0.0 0.0 -0.1 -0.035
C -1.820 2.326 1.918 0.0 0.0 0.0 -0.102
N -0.614 1.785 1.758 0.1 0.0 0.2 0.010
C 2.990 -0.298 1.337 -0.1 0.0 0.2 -0.135
C 2.978 -1.688 0.722 -0.1 0.2 0.1 -0.279
C 4.123 -2.470 0.739 0.0 -0.1 0.0 -0.002
C 4.076 -3.730 0.165 0.0 0.0 0.0 -0.033
C 2.885 -4.169 -0.390 0.0 0.0 0.0 -0.038
C 1.796 -3.317 -0.369 -0.1 0.0 0.0 -0.137
N 1.834 -2.095 0.163 0.2 0.1 0.1 0.044
H 1.986 -1.761 2.996 0.0 0.0 0.0 0.126
H 1.941 -0.359 4.048 0.0 0.0 0.0 0.130
H -0.607 -0.214 3.391 0.0 0.0 0.0 0.106
H -0.043 -1.396 4.543 0.0 0.0 0.0 0.123
H -0.452 -3.697 4.236 0.0 0.0 0.0 0.119
H -1.552 -5.478 2.896 0.0 0.0 0.0 0.116
H -2.370 -4.916 0.593 0.0 0.0 0.0 0.112
H -2.021 -2.612 -0.248 0.0 0.0 0.0 0.102
H 2.150 2.037 1.513 0.0 0.0 0.0 0.121
H 2.379 1.666 3.217 0.0 0.0 0.0 0.131
H 0.933 3.117 4.421 0.0 0.0 0.0 0.119
H -1.325 4.130 4.720 0.0 0.0 0.0 0.117
H -3.113 3.598 3.058 0.0 0.0 0.0 0.114
H -2.560 2.058 1.172 0.0 0.0 0.0 0.116
H 3.833 -0.225 2.036 0.0 0.0 0.0 0.137
H 3.179 0.445 0.554 0.0 0.0 0.0 0.126
H 5.029 -2.099 1.198 0.0 0.0 0.0 0.122
H 4.953 -4.364 0.160 0.0 0.0 0.0 0.118
H 2.799 -5.151 -0.834 0.0 0.0 0.0 0.113
H 0.853 -3.616 -0.814 0.0 0.0 0.0 0.114
C 1.227 3.252 -1.578 0.0 0.0 0.2 -0.190
N 0.231 2.190 -1.389 0.0 0.1 -0.1 -0.090
C -0.835 2.300 -2.100 -0.4 -0.2 0.0 -0.117
C -1.978 1.417 -2.057 0.5 0.3 0.2 -0.390
C -3.124 1.542 -2.840 -0.2 -0.1 -0.1 -0.063
C -3.990 0.517 -2.434 0.1 0.1 -0.1 -0.098
C -3.321 -0.158 -1.415 0.1 -0.1 0.1 -0.216
N -2.099 0.363 -1.172 -0.5 0.2 -0.2 -0.142
C 2.134 3.018 -2.759 0.0 0.0 0.0 -0.223
C 2.288 3.990 -3.737 0.0 0.0 -0.1 -0.043
C 3.133 3.774 -4.821 -0.1 0.0 0.0 -0.078
C 3.826 2.581 -4.934 0.0 -0.1 0.0 -0.081
C 3.679 1.597 -3.961 0.0 0.0 0.0 -0.065
C 2.838 1.823 -2.885 0.0 0.0 0.0 -0.048
H 1.830 3.314 -0.665 0.0 0.0 0.0 0.106
H 0.736 4.225 -1.678 0.0 0.0 -0.1 0.115
H -0.939 3.134 -2.803 0.0 0.0 0.0 0.139
H -3.296 2.292 -3.597 0.0 0.0 0.0 0.103
H -4.977 0.304 -2.809 0.0 0.0 0.0 0.088
H -3.686 -1.000 -0.840 0.0 0.0 0.0 0.088
H 1.742 4.923 -3.655 0.0 0.0 0.0 0.111
H 3.241 4.540 -5.578 0.0 0.0 0.0 0.105
H 4.482 2.414 -5.779 0.0 0.0 0.0 0.104
H 4.206 0.655 -4.041 0.0 0.0 0.0 0.088
H 2.717 1.050 -2.133 0.0 0.0 0.0 0.088
C 5.578 -3.014 -6.788 0.0 0.1 -0.1 -0.065
C 5.028 -3.888 -5.676 -0.1 -0.1 0.1 -0.198
N 3.630 -3.585 -5.341 0.0 0.0 0.0 -0.051
C 2.635 -4.588 -5.711 0.0 0.0 0.2 -0.213
C 2.421 -4.684 -7.212 0.0 0.0 -0.1 -0.070
C 3.413 -2.485 -4.583 0.1 0.2 -0.3 -0.407
O 4.340 -1.798 -4.164 -0.1 -0.1 0.1 0.050
C 2.004 -2.052 -4.285 0.0 -0.1 0.1 -0.101
C 0.952 -2.037 -5.191 0.1 0.0 -0.1 -0.001
C -0.282 -1.574 -4.774 0.0 0.0 0.0 -0.015
C -0.431 -1.141 -3.464 0.1 0.1 -0.1 -0.104
N 0.582 -1.118 -2.587 -0.1 0.0 -0.1 0.035
C 1.769 -1.552 -3.014 -0.1 0.0 0.1 -0.105
H 6.605 -3.300 -7.017 0.0 0.0 0.0 0.080
H 5.580 -1.967 -6.489 0.0 0.0 0.0 0.073
H 4.989 -3.115 -7.700 0.0 0.0 0.0 0.070
H 5.625 -3.772 -4.771 0.0 0.0 0.0 0.119
H 5.056 -4.942 -5.957 0.0 0.0 0.0 0.118
H 1.701 -4.373 -5.198 0.0 0.0 0.0 0.106
H 2.979 -5.550 -5.319 0.0 0.0 -0.1 0.123
H 2.094 -3.730 -7.629 0.0 0.0 0.0 0.071
H 1.666 -5.436 -7.446 0.0 0.0 0.0 0.082
H 3.338 -4.970 -7.726 0.0 0.0 0.0 0.073
H 1.101 -2.375 -6.209 0.0 0.0 0.0 0.111
H -1.129 -1.540 -5.444 0.0 0.0 0.0 0.116
H -1.388 -0.778 -3.112 0.0 0.0 0.0 0.084
H 2.594 -1.513 -2.312 0.0 0.0 0.0 0.111